No. 1
Density functional theory data (the ωB97M-V functional and the def2-TZVPD basis) for a structure of composition C34H78N5O14Zr.

Computed properties:
maximum force = 0.31981 Eh/bohr
HOMO = -4.242 eV
total charge = -1
electronic energy = -73889.560 eV
E_LUMO = -0.2 eV

Cartesian coordinates (Å):
1 Zr 4.087403 3.618234 -1.375364
2 C -0.307574 0.478340 0.293992
3 C -0.053564 1.975317 0.465631
4 C -0.307239 2.276649 2.041802
5 O 1.213729 2.357919 0.161130
6 H -0.145561 0.118016 -0.721892
7 H -1.327977 0.191788 0.548462
8 H 0.331241 -0.054151 0.998606
9 H -0.766387 2.503086 -0.167960
10 H 0.305313 1.657274 2.696964
11 H -1.342069 1.958931 2.169377
12 H -0.166894 3.344166 2.211519
13 C 3.374003 2.689819 -4.863080
14 O 3.886550 3.118462 -5.890781
15 O 2.870900 3.346285 -4.001907
16 O 4.374284 2.400938 -4.196274
17 C 6.508143 1.330569 0.002760
18 O 7.254968 0.823824 -0.760749
19 O 6.390843 2.508700 0.221315
20 O 5.442852 1.200428 -0.499160
21 C 7.996523 5.237317 6.113193
22 C 7.360065 4.325682 4.976523
23 C 5.868713 4.051798 5.177603
24 O 5.223317 5.302807 5.363786
25 C 3.765164 5.264487 5.283504
26 N 7.597998 4.770261 3.598093
27 H 7.789696 4.923701 7.136413
28 H 7.667588 6.270550 6.002195
29 H 9.069963 5.379137 5.987810
30 H 7.733245 3.302802 4.925933
31 H 5.726505 3.432681 6.063360
32 H 5.404953 3.658803 4.272834
33 H 3.401203 4.633382 4.472740
34 H 3.443415 6.290160 5.103048
35 H 3.247538 5.118498 6.231586
36 H 7.303872 3.997754 3.017725
37 H 8.600021 4.646804 3.569920
38 C 3.468108 -2.087579 3.829947
39 C 2.750213 -1.904084 5.141838
40 C 1.850076 -3.057372 5.643245
41 O 0.578061 -3.058227 4.940477
42 C -0.432967 -2.219042 5.368016
43 N 3.845215 -1.801831 6.134773
44 H 4.240442 -1.328991 3.702914
45 H 2.850722 -1.965716 2.939950
46 H 3.967329 -3.056448 3.817235
47 H 2.130577 -1.017240 5.008931
48 H 1.633426 -2.870563 6.695042
49 H 2.417085 -3.951416 5.383851
50 H -0.660977 -2.249508 6.433460
51 H -1.341860 -2.285112 4.769976
52 H -0.147999 -1.197402 5.116696
53 H 4.187767 -2.749317 6.205782
54 H 3.513182 -1.418881 7.008381
55 C -5.948604 0.277544 2.562884
56 O -7.154034 0.167800 1.838615
57 C -7.319053 -1.205368 1.445732
58 C -8.465964 -1.395221 0.423087
59 N -8.356435 -2.614394 -0.525211
60 C -9.552501 -3.048834 -1.246893
61 C -10.802827 -3.364064 -0.349378
62 O -10.306347 -4.062614 0.761797
63 C -10.995512 -5.146886 1.446822
64 H -5.538854 1.286848 2.601935
65 H -5.165755 -0.229897 1.999195
66 H -6.044853 -0.160754 3.556239
67 H -7.518952 -1.697739 2.397427
68 H -6.355608 -1.541401 1.062397
69 H -8.696925 -0.490787 -0.139722
70 H -9.278010 -1.577982 1.126847
71 H -7.799211 -3.371095 -0.155095
72 H -9.469546 -3.801873 -2.030579
73 H -9.836710 -2.229318 -1.906983
74 H -11.651704 -3.893183 -0.782421
75 H -11.142352 -2.442945 0.124300
76 H -11.261448 -5.934810 0.742160
77 H -11.970098 -5.069944 1.928869
78 H -10.215130 -5.595094 2.061806
79 C -1.123232 7.951802 -2.196740
80 O -0.188270 8.215835 -3.249138
81 C -0.097016 7.177442 -4.235724
82 C 0.909652 7.798919 -5.338184
83 N 2.225436 7.775289 -4.822297
84 C 3.159085 8.280697 -5.812630
85 C 2.905910 9.684559 -6.303006
86 O 3.034259 10.690665 -5.295803
87 C 2.700478 11.950115 -5.770729
88 H -1.146145 6.916601 -1.856270
89 H -2.114368 8.247062 -2.541088
90 H -0.768600 8.714542 -1.503505
91 H -1.072614 6.961058 -4.671016
92 H 0.242554 6.275235 -3.726973
93 H 0.543778 8.805652 -5.539940
94 H 0.794481 7.107993 -6.173317
95 H 2.473337 6.797387 -4.870766
96 H 3.263025 7.642500 -6.690126
97 H 4.157726 8.269818 -5.375960
98 H 1.994595 9.679225 -6.900975
99 H 3.745789 9.885777 -6.968004
100 H 2.881769 12.713995 -5.014617
101 H 1.687958 12.091374 -6.148824
102 H 3.406091 12.245008 -6.547413
103 C 1.746543 -6.460337 -0.807857
104 C 0.535860 -6.806948 -1.702342
105 C 0.793322 -6.426837 -3.220262
106 C -0.150480 -7.062952 -4.185573
107 C -0.550305 -8.532302 -3.924040
108 C -0.792438 -8.980937 -2.399096
109 N 0.231614 -8.245344 -1.582554
110 O 0.135160 -8.672245 -0.201092
111 C -2.287118 -8.658320 -2.039766
112 C -0.526067 -10.572853 -2.244614
113 C -0.743514 -5.946183 -1.183753
114 H 2.469143 -7.275801 -0.838556
115 H 1.490117 -6.635837 0.236907
116 H 2.129942 -5.460043 -1.009143
117 H 0.960979 -5.384516 -3.491481
118 H 1.732415 -6.928394 -3.453993
119 H 0.237331 -6.920867 -5.194292
120 H -1.065894 -6.471301 -4.193855
121 H 0.023895 -9.343711 -4.371277
122 H -1.474552 -8.777226 -4.447371
123 H -2.402945 -8.369205 -0.995212
124 H -2.724547 -7.954264 -2.747619
125 H -2.832880 -9.597959 -2.125334
126 H -0.482666 -11.144464 -3.171688
127 H 0.495728 -10.861539 -1.998233
128 H -1.158961 -11.047135 -1.494535
129 H -1.052719 -6.355061 -0.221819
130 H -1.472025 -5.994292 -1.993097
131 H -0.629882 -4.870734 -1.047366
132 H 0.924555 -9.211426 -0.113044

Forces on atoms 1 to 6 (eV/Å):
-0.16 -4.04 -0.94
-0.09 -0.34 0.06
1.19 0.12 1.69
-0.84 -0.27 -2.15
1.58 0.32 -0.69
0.31 0.13 -0.05

---

No. 2
Density functional theory data (the ωB97M-V functional and the def2-TZVPD basis) for a cluster of 13 separate species, C34H79N14O27P2 in total.

Computed properties:
maximum force = 0.03062 Eh/bohr
HOMO = -11.524 eV
total charge = +1
electronic energy = -131221.495 eV
E_LUMO = -4.9 eV

Cartesian coordinates (Å):
1 C 10.345970 -0.590581 1.480319
2 C 9.972204 0.589127 0.578822
3 C 8.491280 0.569726 0.158878
4 C 7.610074 1.581133 0.894046
5 C 6.220476 1.627172 0.252700
6 C 5.125970 2.249157 1.122441
7 C 3.710341 1.856102 0.644735
8 C 2.891264 3.054024 0.131533
9 C 1.499185 3.185570 0.767355
10 C 0.896446 4.524492 0.369048
11 C -0.560288 4.856799 0.772996
12 C -1.453078 3.731450 1.272873
13 C -1.940236 2.806652 0.132099
14 C -3.404890 3.086659 -0.290650
15 C -4.258381 1.868950 -0.377543
16 C -4.686379 1.191837 0.774757
17 C -5.496798 0.074676 0.690317
18 C -6.026486 -0.625818 1.926997
19 C -7.543117 -0.364084 1.978404
20 C -5.383061 -0.107464 3.221193
21 C -6.075777 -0.622372 4.490524
22 C -5.802508 -0.353680 -0.633009
23 P -6.759371 -1.926498 -0.941843
24 O -6.487816 -2.937613 0.095428
25 N -5.355285 0.379410 -1.664422
26 P -5.748837 -0.158023 -3.407863
27 O -5.169412 1.088375 -4.206681
28 O -7.339719 0.160888 -3.347965
29 N -4.610088 1.466497 -1.583997
30 H 9.583317 -0.745209 2.241234
31 H 10.435216 -1.483277 0.867669
32 H 11.301418 -0.398812 1.956667
33 H 10.576079 0.514042 -0.324178
34 H 10.224798 1.536531 1.051847
35 H 8.111360 -0.426279 0.388091
36 H 8.402232 0.768960 -0.907218
37 H 8.081194 2.561881 0.880790
38 H 7.497007 1.254286 1.930705
39 H 5.942069 0.609378 -0.022384
40 H 6.306768 2.194373 -0.675820
41 H 5.303928 1.924740 2.144838
42 H 5.240465 3.330964 1.109480
43 H 3.181895 1.396385 1.477224
44 H 3.803929 1.087155 -0.116287
45 H 2.717343 2.946831 -0.939352
46 H 3.433883 3.981465 0.292151
47 H 0.895080 2.337177 0.439162
48 H 1.606533 3.103554 1.849224
49 H 1.531518 5.279933 0.828354
50 H 1.013666 4.662871 -0.704316
51 H -1.050386 5.301582 -0.093603
52 H -0.528556 5.636660 1.530534
53 H -0.988520 3.142190 2.060056
54 H -2.316956 4.207793 1.735696
55 H -1.311416 3.005716 -0.731518
56 H -1.780312 1.765786 0.406632
57 H -3.402709 3.538305 -1.278187
58 H -3.854157 3.797065 0.397776
59 H -4.394630 1.579592 1.734829
60 H -5.807262 -1.685095 1.861530
61 H -8.021774 -0.933172 2.762101
62 H -8.042330 -0.632182 1.050095
63 H -7.704174 0.704438 2.111778
64 H -5.434388 0.979535 3.248696
65 H -4.343614 -0.428892 3.267209
66 H -6.641549 -1.534540 4.327139
67 H -5.359249 -0.782458 5.287137
68 H -6.783944 0.119434 4.854539
69 H -6.360497 -2.397936 -2.197132
70 H -8.119129 -1.580722 -0.954562
71 H -5.786144 1.840090 -4.115518
72 H -7.621920 0.783582 -2.662339
73 C -8.085328 -4.925758 -2.702310
74 N -8.177788 -6.190429 -3.483145
75 O -7.212691 -6.518013 -4.137342
76 O -9.221822 -6.800326 -3.403986
77 H -7.103036 -4.502695 -2.873677
78 H -8.873761 -4.269000 -3.059891
79 H -8.231619 -5.175579 -1.655334
80 C -6.251284 3.961242 -7.136222
81 N -6.211903 4.214357 -5.669352
82 O -5.466741 5.062422 -5.257839
83 O -6.949329 3.538508 -4.957400
84 H -5.546379 4.633020 -7.613321
85 H -5.978563 2.921571 -7.290976
86 H -7.268691 4.145597 -7.468739
87 C -8.631933 -9.476703 -4.778111
88 N -8.804274 -10.751483 -5.528418
89 O -7.875098 -11.149713 -6.202039
90 O -9.870897 -11.316302 -5.419622
91 H -7.638644 -9.096585 -4.974829
92 H -9.393621 -8.790102 -5.126015
93 H -8.773287 -9.699500 -3.725716
94 C -2.926224 7.090028 -6.166308
95 N -2.241534 6.287268 -7.214677
96 O -1.042405 6.152314 -7.143079
97 O -2.953600 5.800494 -8.072272
98 H -2.186177 7.450886 -5.462582
99 H -3.434621 7.912305 -6.659697
100 H -3.635822 6.422819 -5.691456
101 C -9.915804 4.861860 -4.319024
102 N -9.791862 6.177573 -5.003027
103 O -10.698420 6.534753 -5.718538
104 O -8.764601 6.793342 -4.801144
105 H -10.864865 4.415923 -4.592077
106 H -9.079949 4.257931 -4.656611
107 H -9.859127 5.039802 -3.249679
108 C 5.940810 -2.287389 2.337295
109 N 4.904757 -1.217354 2.341082
110 O 5.021796 -0.308921 3.137934
111 O 4.000949 -1.314457 1.539496
112 H 6.673337 -2.057821 3.101693
113 H 5.436430 -3.226779 2.540746
114 H 6.388537 -2.298302 1.347940
115 C -1.351494 -2.726201 2.831530
116 N -1.821458 -2.297791 4.176693
117 O -1.115701 -2.524056 5.126389
118 O -2.908894 -1.747577 4.223791
119 H -0.385286 -3.199302 2.940023
120 H -2.090693 -3.417363 2.437712
121 H -1.285277 -1.836671 2.212425
122 C 14.361370 0.728698 4.310646
123 N 13.284273 -0.211934 4.719555
124 O 12.928994 -1.052402 3.923106
125 O 12.825595 -0.069871 5.833802
126 H 14.666405 0.481505 3.301717
127 H 13.945766 1.730370 4.360264
128 H 15.180456 0.612147 5.013425
129 C 10.465176 4.522060 2.629116
130 N 11.905193 4.145655 2.613018
131 O 12.183399 2.974370 2.779812
132 O 12.707383 5.033492 2.437102
133 H 9.879828 3.626723 2.801036
134 H 10.325817 5.238841 3.431959
135 H 10.236014 4.972062 1.667787
136 C 10.612612 -0.971702 8.119729
137 N 9.535163 -1.919638 8.515744
138 O 9.192603 -2.761546 7.711342
139 O 9.060027 -1.783478 9.623224
140 H 10.934663 -1.209579 7.114178
141 H 10.195188 0.028782 8.168263
142 H 11.424670 -1.086106 8.830803
143 C -8.157753 -14.068674 -6.904809
144 N -8.295237 -15.547342 -6.787336
145 O -7.778599 -16.091324 -5.833908
146 O -8.920663 -16.111909 -7.659099
147 H -7.581425 -13.710315 -6.064187
148 H -7.654807 -13.864083 -7.844450
149 H -9.156165 -13.645269 -6.903848
150 C 6.686409 1.232247 5.291663
151 N 8.064972 1.779883 5.399598
152 O 8.888471 1.122644 5.994278
153 O 8.271912 2.851408 4.867206
154 H 6.650542 0.280733 5.808030
155 H 6.011351 1.952849 5.742667
156 H 6.476540 1.112571 4.236057

Forces on atoms 1 to 6 (eV/Å):
-0.01 0.60 -0.29
-0.18 -0.32 -0.26
0.38 0.46 0.44
-0.30 -0.56 -0.21
0.31 0.40 0.19
0.20 -0.41 -0.35

---

maximum force of number 1 (C34H78N5O14Zr)?
0.31981 Eh/bohr